<1>
Density functional theory data (ωB97M-V with the def2-TZVPD basis set) for a molecular structure, C4H7N3O2.

Last column: Löwdin charge in e.
CARTESIAN COORDINATES (ANGSTROEM)
C -1.75 1.28 0.31  -0.040
C 1.58 -0.18 0.61  -0.525
C -0.17 -0.72 -0.68  -0.477
C -0.34 0.89 0.47  -0.250
N 2.44 0.26 -0.37  0.164
N -0.83 -1.78 -0.15  0.151
N 0.67 1.18 1.09  0.162
O 1.62 -1.08 1.39  0.107
O -0.01 -0.54 -1.88  0.020
H 2.56 1.27 -0.38  0.107
H 2.27 -0.15 -1.28  0.105
H -1.10 -2.54 -0.77  0.112
H -0.65 -2.01 0.82  0.100
H -2.02 1.30 -0.75  0.089
H -1.89 2.27 0.75  0.088
H -2.39 0.55 0.82  0.088

The HOMO energy comes out at -0.3047 Eh. For the HOMO-LUMO gap, the calculation gives 8.42 eV. Its net charge is 0.


<2>
Density functional theory data (ωB97M-V with the def2-TZVPD basis set) for a molecular structure, C4H7N3O2.

Last column: Löwdin charge in e.
CARTESIAN COORDINATES (ANGSTROEM)
C -1.07 1.90 0.47  -0.016
C 0.16 -1.32 1.01  -0.394
C 1.67 -0.47 0.01  -0.362
C -0.34 0.75 -0.13  -0.417
N -0.31 -2.11 0.03  0.158
O -0.88 0.21 -1.29  0.020
N 0.96 0.60 0.08  0.150
N 2.67 -1.03 -0.49  0.093
O 0.08 -1.15 2.18  0.123
H -1.55 0.80 -1.66  0.109
H 0.36 -2.53 -0.60  0.114
H -1.19 -1.85 -0.40  0.111
H 3.21 -0.40 -1.09  0.045
H -0.69 2.09 1.47  0.091
H -0.94 2.83 -0.11  0.091
H -2.14 1.69 0.53  0.086

The HOMO energy comes out at -0.2761 Eh. For the HOMO-LUMO gap, the calculation gives 7.45 eV. Its net charge is 0.


Going by the computed energies, the most stable comes first: <1>, <2>.


<1>
Density functional theory data (ωB97M-V with the def2-TZVPD basis set) for a single C4H7N3O2 molecule.

Last column: Löwdin charge in e.
CARTESIAN COORDINATES (ANGSTROEM)
C -1.77 0.86 -0.06  -0.268
C 1.46 0.36 -0.05  -0.460
C 0.04 -1.52 0.58  -0.202
C 0.81 -0.29 0.92  -0.059
N -2.21 1.93 0.38  0.132
N -1.58 -0.20 -0.62  0.065
N -0.75 -1.27 -0.57  -0.106
O 1.83 1.63 0.11  0.096
O 1.61 -0.15 -1.33  0.025
H 0.68 -2.34 0.49  0.108
H -0.62 -1.68 1.44  0.122
H 0.69 0.20 1.89  0.121
H -1.95 2.82 0.02  0.042
H 0.70 -0.49 -1.66  0.132
H 2.33 2.13 -0.53  0.124
H -1.26 -2.01 -0.98  0.127

The HOMO energy comes out at -0.3159 Eh. For the HOMO-LUMO gap, the calculation gives 9.25 eV. Its net charge is 0.


<2>
Density functional theory data (ωB97M-V with the def2-TZVPD basis set) for 2 unconnected molecules or ions with the total composition C4H7N3O2.

Last column: Löwdin charge in e.
CARTESIAN COORDINATES (ANGSTROEM)
C -0.65 1.50 -0.05  -0.478
C 1.50 -0.94 -0.61  -0.056
C 1.69 0.45 0.06  -0.219
C 0.45 0.82 0.65  -0.238
N -3.03 -1.22 -0.49  0.102
N -2.00 -0.78 1.51  0.216
N -2.49 -0.90 0.54  -0.315
O 0.10 2.23 0.73  0.166
O -1.53 1.43 -0.81  0.146
H 2.39 -1.36 -1.17  0.101
H 1.33 -1.66 0.22  0.085
H 0.57 -0.79 -1.07  0.044
H 2.42 0.44 0.87  0.117
H 2.09 1.15 -0.64  0.117
H 0.16 0.25 1.56  0.140
H -2.99 -0.62 -1.30  0.074

The HOMO energy comes out at -0.3692 Eh. For the HOMO-LUMO gap, the calculation gives 10.95 eV. Its net charge is 0.


Going by the computed energies, the most stable comes first: <1>, <2>.


<1>
Density functional theory data (ωB97M-V with the def2-TZVPD basis set) for a gas-phase ion, C4H7N2S2 (charge +1).

Last column: Löwdin charge in e.
CARTESIAN COORDINATES (ANGSTROEM)
C 0.17 1.18 -0.25  -0.055
C -0.80 -0.90 -0.35  -0.137
C 1.45 0.48 -0.44  -0.151
C 1.37 -0.77 0.42  -0.146
N -0.86 0.42 -0.06  -0.182
N 0.31 -1.53 -0.26  0.042
S -2.90 1.19 0.17  0.495
S -3.96 -0.38 -0.14  0.263
H 0.24 2.32 -0.38  0.174
H 1.67 0.23 -1.45  0.130
H 2.42 1.15 -0.23  0.188
H 2.31 -1.49 0.45  0.171
H 1.07 -0.64 1.53  0.161
H 0.14 -2.50 -0.46  0.153
H -2.62 1.22 1.45  -0.106

The HOMO energy comes out at -0.4808 Eh. For the HOMO-LUMO gap, the calculation gives 7.48 eV. Its net charge is +1.


<2>
Density functional theory data (ωB97M-V with the def2-TZVPD basis set) for a gas-phase ion, C4H7N2S2 (charge +1).

Last column: Löwdin charge in e.
CARTESIAN COORDINATES (ANGSTROEM)
C -0.90 0.08 -0.42  -0.129
C 1.14 -0.81 0.11  -0.044
C -0.50 1.40 -0.14  -0.146
C 0.53 1.36 0.90  -0.170
N -0.23 -0.94 -0.11  -0.173
N 1.51 0.35 0.58  0.049
S -0.93 -3.00 -0.19  0.507
S -1.45 -3.31 -1.95  0.270
H -1.79 -0.05 -1.02  0.148
H -0.01 1.90 -1.05  0.186
H -1.47 1.85 0.09  0.161
H 1.07 2.36 0.76  0.165
H 0.15 1.25 1.89  0.132
H 2.47 0.52 0.75  0.136
H 0.42 -2.97 -0.20  -0.092

The HOMO energy comes out at -0.4818 Eh. For the HOMO-LUMO gap, the calculation gives 7.31 eV. Its net charge is +1.


<3>
Density functional theory data (ωB97M-V with the def2-TZVPD basis set) for a molecular structure, C4H7N2S2.

Last column: Löwdin charge in e.
CARTESIAN COORDINATES (ANGSTROEM)
C 0.15 1.17 -0.23  -0.048
C -0.93 -0.88 -0.04  -0.120
C 1.52 0.60 -0.26  -0.091
C 1.55 -0.93 0.16  -0.094
N -0.88 0.47 0.09  -0.142
N 0.19 -1.54 -0.06  0.026
S -3.06 1.15 0.20  0.447
S -4.22 -0.33 -0.17  0.294
H 0.00 2.20 -0.54  0.140
H 1.90 0.88 -1.33  0.174
H 2.10 1.04 0.45  0.091
H 2.30 -1.53 -0.49  0.148
H 1.86 -1.15 1.25  0.149
H 0.21 -2.45 -0.47  0.133
H -2.70 1.30 1.44  -0.108

The HOMO energy comes out at -0.4754 Eh. For the HOMO-LUMO gap, the calculation gives 7.23 eV. Its net charge is +1.


Going by the computed energies, the most stable comes first: <2>, <3>, <1>.


<1>
Density functional theory data (ωB97M-V with the def2-TZVPD basis set) for a molecular structure, C6H12N2O2.

Last column: Löwdin charge in e.
CARTESIAN COORDINATES (ANGSTROEM)
C 1.46 -0.33 1.88  -0.085
N 1.26 0.38 0.64  -0.216
C 2.40 0.36 -0.25  -0.076
C -0.04 0.30 0.03  -0.340
C -1.21 0.80 0.92  -0.093
O -1.54 1.85 0.00  -0.079
C -0.42 1.54 -0.83  -0.110
C -0.35 -0.99 -0.72  -0.437
N -0.12 -2.20 -0.28  0.112
H 2.28 0.14 2.45  0.091
H 0.55 -0.30 2.50  0.086
H 1.73 -1.40 1.77  0.077
H 2.70 -0.66 -0.57  0.089
H 2.19 0.96 -1.15  0.089
H 3.27 0.81 0.25  0.091
H -2.04 0.09 1.06  0.134
H -0.87 1.20 1.88  0.125
H 0.35 2.32 -0.80  0.125
H -0.73 1.34 -1.87  0.128
O -1.50 -1.05 -1.35  -0.016
H 0.83 -2.29 0.06  0.039
H -1.55 -2.25 -1.03  0.265

The HOMO energy comes out at -0.3274 Eh. For the HOMO-LUMO gap, the calculation gives 9.60 eV. Its net charge is 0.


<2>
Density functional theory data (ωB97M-V with the def2-TZVPD basis set) for 2 unconnected molecules or ions with the total composition C6H12N2O2.

Last column: Löwdin charge in e.
CARTESIAN COORDINATES (ANGSTROEM)
C -5.40 1.21 -0.36  -0.005
C -4.51 1.10 -1.56  -0.400
C -4.14 2.22 -2.48  -0.024
C -4.85 1.01 -3.03  -0.153
C -3.88 -0.16 -3.15  -0.089
N -3.56 0.01 -1.72  0.017
C -2.41 -0.19 -1.03  -0.586
N -1.46 -0.96 -1.67  0.137
O -2.22 0.28 0.09  0.050
H -5.66 0.21 0.02  0.089
H -4.91 1.76 0.45  0.085
H -6.33 1.73 -0.63  0.084
H -4.76 3.11 -2.39  0.112
H -3.09 2.41 -2.73  0.116
H -5.83 1.05 -3.50  0.136
H -4.36 -1.12 -3.36  0.123
H -3.02 -0.02 -3.83  0.118
H -0.56 -0.51 -1.79  0.104
H -2.61 -3.02 -0.74  0.044
H -1.74 -1.51 -2.48  0.085
O -3.60 -3.03 -0.63  -0.076
H -3.75 -3.26 0.29  0.035

The HOMO energy comes out at -0.3262 Eh. For the HOMO-LUMO gap, the calculation gives 9.66 eV. Its net charge is 0.


<3>
Density functional theory data (ωB97M-V with the def2-TZVPD basis set) for 2 unconnected molecules or ions with the total composition C6H12N2O2.

Last column: Löwdin charge in e.
CARTESIAN COORDINATES (ANGSTROEM)
C -2.94 0.66 -1.19  -0.051
C -2.58 -0.43 -0.21  -0.315
N -1.80 -1.57 -0.70  0.069
C -1.21 -0.68 0.30  -0.260
C -0.01 0.15 -0.11  -0.368
O 0.09 1.31 0.68  -0.001
C 1.27 -0.70 -0.04  -0.116
C 2.47 0.04 -0.43  -0.194
N 3.37 0.61 -0.89  0.158
H -2.13 0.84 -1.91  0.077
H -3.84 0.38 -1.76  0.080
H -3.14 1.60 -0.66  0.085
H -3.38 -0.67 0.49  0.137
H -2.11 -2.45 -0.30  0.099
H -1.15 -1.08 1.32  0.149
H -0.14 0.49 -1.14  0.149
H 0.09 1.07 1.62  0.102
H 1.42 -1.08 0.98  0.127
H 1.17 -1.58 -0.70  0.135
O 5.03 1.29 1.78  -0.102
H 4.51 0.51 2.07  0.035
H 5.00 1.29 0.80  0.008

The HOMO energy comes out at -0.3742 Eh. For the HOMO-LUMO gap, the calculation gives 10.62 eV. Its net charge is 0.


<4>
Density functional theory data (ωB97M-V with the def2-TZVPD basis set) for a single C6H12N2O2 molecule.

Last column: Löwdin charge in e.
CARTESIAN COORDINATES (ANGSTROEM)
C 0.64 0.00 0.49  -0.454
C 1.69 1.09 0.46  -0.038
C 0.44 -0.56 1.89  -0.047
C -0.93 1.39 -1.34  -0.036
N 0.86 -1.02 -0.49  0.096
C -0.14 -1.85 -0.96  -0.431
C -0.99 0.73 0.01  -0.408
N -1.55 -1.25 -0.50  0.123
O -0.03 -2.84 -1.63  0.092
O -1.56 1.30 0.95  0.009
H 1.63 -0.96 -1.13  0.154
H -2.23 -1.59 -1.16  0.096
H -2.06 -1.12 0.36  0.091
H 2.66 0.73 0.82  0.088
H 1.38 1.93 1.09  0.098
H 1.87 1.47 -0.55  0.078
H 0.13 0.23 2.57  0.086
H 1.35 -1.05 2.25  0.087
H -0.34 -1.33 1.93  0.075
H -0.94 2.48 -1.21  0.088
H -1.82 1.13 -1.92  0.080
H -0.06 1.10 -1.92  0.071

The HOMO energy comes out at -0.3093 Eh. For the HOMO-LUMO gap, the calculation gives 9.08 eV. Its net charge is 0.


Going by the computed energies, the most stable comes first: <2>, <4>, <3>, <1>.